Entry 1:
The following is a DFT calculation (wB97M-V/def2-TZVPD) of 3 unconnected molecules or ions with the total composition C16H33F3N3O6S2 at a distorted geometry.

CARTESIAN COORDINATES (ANGSTROEM)
C (-1.23, 0.34, 2.78)
C (-0.84, 0.77, 1.58)
C (-0.32, 2.13, 1.22)
C (1.23, 2.05, 1.22)
C (1.80, 0.87, 2.03)
N (3.30, 0.88, 2.04)
C (3.79, 0.89, 0.72)
N (4.81, 0.07, 0.37)
N (3.24, 1.70, -0.15)
C (1.75, 1.87, -0.21)
C (1.38, 2.91, -1.28)
C (2.38, 4.05, -1.50)
C (2.35, 5.14, -0.43)
F (3.40, 5.01, 0.41)
F (1.23, 5.07, 0.34)
F (2.39, 6.37, -0.94)
H (-1.64, 1.01, 3.52)
H (-1.16, -0.72, 3.01)
H (-0.90, 0.08, 0.74)
H (-0.67, 2.90, 1.91)
H (-0.68, 2.41, 0.23)
H (1.68, 2.94, 1.68)
H (1.49, 0.92, 3.07)
H (1.48, -0.10, 1.64)
H (3.56, 1.76, 2.49)
H (4.60, -0.71, -0.25)
H (5.73, 0.15, 0.76)
H (3.68, 1.63, -1.07)
H (1.42, 0.89, -0.53)
H (0.42, 3.34, -1.03)
H (1.25, 2.40, -2.23)
H (2.14, 4.54, -2.45)
H (3.41, 3.72, -1.58)
O (-3.80, -0.74, 1.11)
S (-4.67, -1.74, 1.64)
O (-4.19, -3.09, 1.72)
O (-6.05, -1.69, 0.88)
C (-6.02, -1.76, -0.58)
C (-5.77, -3.16, -1.10)
C (-5.28, -1.25, 3.22)
H (-5.27, -1.05, -0.94)
H (-7.00, -1.39, -0.87)
H (-4.77, -3.50, -0.86)
H (-5.90, -3.16, -2.18)
H (-6.48, -3.86, -0.66)
H (-5.64, -0.23, 3.14)
H (-4.44, -1.31, 3.90)
H (-6.06, -1.93, 3.51)
O (3.62, -2.47, -1.16)
S (2.76, -2.01, -2.22)
O (2.36, -0.63, -2.14)
O (1.52, -2.95, -2.39)
C (0.67, -3.39, -1.26)
C (-0.29, -2.34, -0.76)
C (3.48, -2.31, -3.79)
H (1.32, -3.76, -0.47)
H (0.15, -4.24, -1.69)
H (0.25, -1.53, -0.27)
H (-0.98, -2.77, -0.04)
H (-0.87, -1.91, -1.58)
H (3.78, -3.35, -3.83)
H (4.34, -1.65, -3.88)
H (2.74, -2.08, -4.55)

Calculated values
HOMO-LUMO gap ... 8.2 eV
E_LUMO ... -3.5 eV
Net charge ... +1
Highest occupied orbital energy ... -0.432 hartree

These are the Löwdin partial charges, in e, on atoms 1 to 6: C 0.0135; C -0.2068; C -0.1197; C -0.2366; C -0.1310; N 0.0681


Entry 2:
The following is a DFT calculation (wB97M-V/def2-TZVPD) of 2 unconnected molecules or ions with the total composition C5H14 at a distorted geometry.

CARTESIAN COORDINATES (ANGSTROEM)
C (-0.04, 2.05, -2.33)
C (-0.27, 2.75, -1.03)
H (0.30, 2.62, -3.25)
H (0.84, 1.43, -2.09)
H (-0.95, 1.46, -2.66)
H (0.39, 3.73, -1.09)
H (-1.22, 3.33, -0.89)
H (-0.19, 2.26, 0.00)
C (0.65, -1.65, 1.48)
C (0.03, -3.03, 1.18)
C (-0.32, -0.41, 0.88)
H (0.83, -1.16, 2.49)
H (1.52, -1.55, 0.93)
H (-0.34, -3.05, 0.07)
H (-0.43, -0.47, -0.20)
H (-1.25, -0.47, 1.39)
H (0.26, 0.54, 0.96)
H (0.69, -3.78, 1.46)
H (-0.71, -3.21, 1.87)

Calculated values
HOMO-LUMO gap ... 11.9 eV
ΔE to the lowest compared entry with this formula, charge and spin ... 1.881 eV
E_LUMO ... 1.1 eV
Net charge ... 0
Highest occupied orbital energy ... -0.396 hartree

These are the Löwdin partial charges, in e, on atoms 1 to 6: C -0.2110; C -0.2260; H 0.0801; H 0.0614; H 0.0779; H 0.0942


Entry 3:
The following is a DFT calculation (wB97M-V/def2-TZVPD) of a molecular structure, C7H7O2PS at a distorted geometry.

CARTESIAN COORDINATES (ANGSTROEM)
C (-2.95, 0.33, -0.16)
C (-3.16, -0.96, 0.39)
C (-1.77, 0.74, -0.69)
C (-2.02, -1.74, 0.57)
C (-0.78, -0.18, -0.71)
C (-0.84, -1.40, -0.06)
C (3.48, 0.64, -0.26)
O (0.48, 0.08, -1.14)
O (0.34, -2.14, -0.11)
P (1.48, -1.23, -0.87)
S (2.59, -0.56, 0.88)
H (-3.83, 0.89, -0.16)
H (-4.24, -1.05, 0.68)
H (-1.55, 1.74, -1.09)
H (-1.91, -2.74, 1.14)
H (2.74, 1.01, -0.93)
H (4.21, 0.05, -0.67)
H (3.86, 1.46, 0.47)

Calculated values
HOMO-LUMO gap (spin up / spin down) ... 5.0 / 6.8 eV
E_LUMO (spin up / spin down) ... 0.5 / -2.4 eV
Net charge ... 0
2S+1 ... 3
Highest occupied orbital energy (spin up / spin down) ... -0.164 / -0.336 hartree

These are the Löwdin partial charges, in e, on atoms 1 to 6: C -0.1067; C -0.0953; C -0.0214; C -0.0295; C -0.3335; C -0.2802


Entry 4:
The following is a DFT calculation (wB97M-V/def2-TZVPD) of a molecular structure, C42H36GeN2O2PtSTe at a distorted geometry.

CARTESIAN COORDINATES (ANGSTROEM)
Pt (-0.29, -0.61, -0.30)
C (6.89, 3.29, -0.54)
C (5.84, 2.21, -0.57)
C (5.40, 1.69, -1.79)
C (4.45, 0.68, -1.83)
C (3.95, 0.18, -0.64)
C (4.36, 0.68, 0.59)
C (5.31, 1.69, 0.61)
S (2.77, -1.11, -0.70)
O (3.30, -2.23, -1.43)
O (2.33, -1.31, 0.67)
N (1.50, -0.44, -1.51)
C (0.91, -0.96, -2.68)
C (1.56, -1.51, -3.78)
C (0.77, -1.92, -4.84)
C (-0.61, -1.76, -4.80)
C (-1.17, -1.20, -3.67)
N (-0.41, -0.81, -2.63)
H (6.72, 4.02, -1.33)
H (7.88, 2.87, -0.70)
H (6.90, 3.81, 0.42)
H (5.79, 2.09, -2.72)
H (4.11, 0.29, -2.78)
H (3.96, 0.27, 1.50)
H (5.65, 2.08, 1.56)
H (2.63, -1.64, -3.77)
H (1.24, -2.36, -5.71)
H (-1.24, -2.05, -5.62)
H (-2.24, -1.05, -3.56)
C (-0.48, 1.12, 5.09)
C (-1.67, 1.62, 4.58)
C (-1.85, 1.73, 3.21)
C (-0.81, 1.36, 2.35)
C (0.39, 0.86, 2.87)
C (0.55, 0.74, 4.24)
Ge (-0.97, 1.59, 0.47)
C (-2.72, 1.95, -0.21)
C (-3.76, 1.02, -0.03)
C (-5.02, 1.27, -0.56)
C (-5.25, 2.44, -1.25)
C (-4.24, 3.37, -1.43)
C (-2.97, 3.12, -0.92)
C (0.37, 2.74, -0.29)
C (0.50, 2.84, -1.68)
C (1.43, 3.70, -2.24)
C (2.26, 4.46, -1.41)
C (2.15, 4.35, -0.03)
C (1.21, 3.49, 0.53)
H (-0.35, 1.03, 6.16)
H (-2.47, 1.91, 5.25)
H (-2.78, 2.11, 2.81)
H (1.20, 0.58, 2.20)
H (1.48, 0.35, 4.64)
H (-3.58, 0.10, 0.51)
H (-5.81, 0.54, -0.42)
H (-6.24, 2.64, -1.66)
H (-4.43, 4.29, -1.97)
H (-2.18, 3.85, -1.07)
H (-0.14, 2.25, -2.33)
H (1.52, 3.78, -3.32)
H (2.99, 5.13, -1.85)
H (2.79, 4.95, 0.61)
H (1.14, 3.41, 1.61)
Te (-0.30, -3.33, -0.19)
C (-0.47, -3.66, 1.88)
C (-0.14, -2.66, 2.78)
C (-0.29, -2.89, 4.14)
C (-0.75, -4.12, 4.59)
C (-1.06, -5.13, 3.68)
C (-0.92, -4.90, 2.32)
C (-2.37, -3.46, -0.57)
C (-2.81, -4.14, -1.70)
C (-4.17, -4.20, -1.97)
C (-5.08, -3.59, -1.11)
C (-4.63, -2.93, 0.02)
C (-3.27, -2.86, 0.30)
H (0.23, -1.70, 2.43)
H (-0.05, -2.11, 4.85)
H (-0.86, -4.31, 5.65)
H (-1.41, -6.09, 4.03)
H (-1.16, -5.69, 1.61)
H (-2.10, -4.62, -2.36)
H (-4.52, -4.73, -2.85)
H (-6.14, -3.65, -1.32)
H (-5.34, -2.47, 0.70)
H (-2.93, -2.36, 1.20)

Calculated values
HOMO-LUMO gap (spin up / spin down) ... 5.5 / 5.8 eV
ΔE to the lowest compared entry with this formula, charge and spin ... 1.353 eV
E_LUMO (spin up / spin down) ... -5.1 / -4.6 eV
Net charge ... +1
2S+1 ... 2
Highest occupied orbital energy (spin up / spin down) ... -0.387 / -0.381 hartree

These are the Löwdin partial charges, in e, on atoms 1 to 6: Pt 0.7231; C -0.0395; C -0.2583; C -0.0265; C -0.0451; C -0.2904


Entry 5:
The following is a DFT calculation (wB97M-V/def2-TZVPD) of a gas-phase ion, C2H10N5 (charge +1) at a distorted geometry.

CARTESIAN COORDINATES (ANGSTROEM)
C (1.07, 0.97, 0.03)
C (-1.65, -1.20, 1.07)
N (-0.11, 0.41, 0.52)
N (1.39, 2.14, 0.62)
N (1.84, 0.40, -0.94)
N (-1.03, -0.64, -1.24)
N (-0.55, -0.74, 0.10)
H (-2.25, -0.34, 1.03)
H (-2.19, -2.09, 0.71)
H (-1.16, -1.65, 1.97)
H (0.84, 2.71, 1.28)
H (2.40, 2.50, 0.45)
H (1.97, -0.51, -1.33)
H (2.37, 1.07, -1.55)
H (-1.63, 0.15, -1.24)
H (-1.47, -1.56, -1.51)
H (0.16, -1.63, 0.02)

Calculated values
HOMO-LUMO gap ... 10.2 eV
ΔE to the lowest compared entry with this formula, charge and spin ... 4.370 eV
E_LUMO ... -3.3 eV
Net charge ... +1
Highest occupied orbital energy ... -0.496 hartree

These are the Löwdin partial charges, in e, on atoms 1 to 6: C -0.4112; C 0.0332; N 0.0157; N 0.1501; N 0.1614; N 0.0961


Entry 6:
The following is a DFT calculation (wB97M-V/def2-TZVPD) of 3 unconnected molecules or ions with the total composition C4H16N2O2 at a distorted geometry.

CARTESIAN COORDINATES (ANGSTROEM)
C (0.80, 0.44, -0.38)
C (-0.31, -0.48, 0.05)
C (-1.67, 0.13, -0.53)
N (-2.19, 1.40, 0.16)
C (1.95, 0.34, 0.73)
N (2.13, 1.46, 1.67)
H (0.57, 1.45, -0.63)
H (1.17, 0.11, -1.32)
H (-0.48, -0.38, 1.13)
H (-0.28, -1.54, -0.22)
H (-2.41, -0.67, -0.42)
H (-1.46, 0.25, -1.58)
H (-1.46, 2.00, 0.36)
H (-2.83, 1.79, -0.42)
H (1.88, -0.52, 1.38)
H (2.95, 0.23, 0.23)
H (2.84, 2.06, 1.20)
H (1.32, 2.00, 1.98)
H (-1.53, -2.84, 2.00)
H (-0.85, -1.58, 2.63)
O (-1.34, -1.96, 2.04)
H (-0.16, -0.93, -3.04)
H (1.11, -1.15, -3.48)
O (0.26, -1.63, -3.53)

Calculated values
HOMO-LUMO gap ... 9.9 eV
ΔE to the lowest compared entry with this formula, charge and spin ... 2.666 eV
E_LUMO ... 0.8 eV
Net charge ... 0
Highest occupied orbital energy ... -0.336 hartree

These are the Löwdin partial charges, in e, on atoms 1 to 6: C -0.1891; C -0.2225; C -0.2202; N 0.0424; C -0.2647; N -0.0344